[1]
107
Properties=species:S:1:pos:R:3:forces:R:3 method="wB97M-V/def2-TZVPD" total_charge=+1 e_tot_ev=-119507.9220 spin_multiplicity=1
Ti -0.327 1.413 0.187 -0.74 0.39 0.28
C 4.824 2.310 -0.243 -0.24 -0.06 -0.06
Si 3.212 1.807 0.613 0.55 -0.38 0.36
C 3.292 -0.051 0.961 0.09 0.31 -0.08
C 3.355 2.757 2.253 -0.37 0.01 -0.27
C 1.613 2.093 -0.404 -0.04 0.05 -0.10
C 1.030 3.434 -0.339 -0.02 0.70 -0.11
C 1.688 4.666 -0.250 0.11 -0.02 0.12
C 0.952 5.828 -0.261 -0.08 -0.05 -0.04
C -0.440 5.760 -0.376 0.03 -0.05 0.04
C -1.031 4.525 -0.452 -0.33 0.06 -0.01
N -0.321 3.387 -0.423 0.65 0.85 -0.19
Si 1.875 1.813 -2.318 0.51 -0.08 -0.53
C 0.595 2.758 -3.367 -0.04 -0.19 0.31
C 3.488 2.559 -2.981 -0.09 -0.09 0.24
C 1.975 -0.018 -2.714 -0.11 0.31 0.08
H 5.625 2.294 0.499 -0.06 -0.06 0.10
H 4.796 3.317 -0.664 0.04 -0.04 0.05
H 5.106 1.625 -1.043 0.02 0.03 0.09
H 3.608 -0.252 1.987 -0.01 0.01 0.01
H 4.036 -0.509 0.307 -0.03 -0.04 -0.04
H 2.339 -0.548 0.781 -0.03 -0.08 0.03
H 4.395 2.694 2.577 0.04 -0.06 -0.10
H 2.747 2.354 3.059 -0.01 0.07 0.01
H 3.109 3.816 2.156 0.02 0.00 0.02
H 2.768 4.684 -0.185 -0.02 0.02 0.01
H 1.442 6.791 -0.197 0.02 -0.01 -0.01
H -1.047 6.653 -0.403 -0.01 -0.01 -0.03
H -2.103 4.424 -0.566 0.01 -0.04 0.06
H 1.065 3.643 -3.799 0.09 -0.02 0.05
H -0.290 3.091 -2.833 -0.06 -0.02 -0.06
H 0.258 2.133 -4.198 0.05 -0.03 -0.01
H 3.730 3.539 -2.564 -0.04 0.00 -0.06
H 3.372 2.684 -4.060 -0.12 -0.03 -0.01
H 4.342 1.902 -2.823 -0.06 0.08 -0.07
H 1.002 -0.499 -2.702 -0.03 -0.06 -0.03
H 2.615 -0.544 -2.001 0.01 0.02 0.02
H 2.406 -0.139 -3.711 0.02 0.02 0.00
I -2.302 0.804 -2.529 -0.49 0.01 -0.18
C -3.412 1.371 -0.853 0.12 0.11 -0.31
C -4.782 1.179 -0.805 0.02 0.03 0.04
C -5.470 1.730 0.265 0.04 -0.02 -0.03
C -4.772 2.470 1.209 0.00 0.02 -0.04
C -3.402 2.586 1.079 0.05 0.05 0.14
N -2.717 2.020 0.079 0.19 -0.53 -0.09
H -5.286 0.632 -1.587 0.00 0.01 0.00
H -6.541 1.601 0.341 0.00 0.01 0.02
H -5.276 2.947 2.037 0.01 0.00 0.00
H -2.823 3.164 1.786 0.03 -0.11 0.07
C 2.873 -3.588 -0.217 -0.16 0.11 0.03
C 1.538 -3.602 0.526 0.21 -0.29 0.14
C 0.728 -4.824 0.106 -0.07 0.20 -0.06
C 1.771 -3.610 2.034 -0.11 0.06 -0.12
O 0.848 -2.378 0.227 -0.13 0.09 -0.02
Si -0.464 -1.875 -0.571 -0.26 -0.50 -0.29
O -0.375 -0.231 -0.318 -0.04 -1.22 -0.31
O -1.878 -2.528 -0.117 0.24 0.29 0.03
C -2.736 -2.628 1.020 -0.28 -0.15 0.25
C -2.488 -1.490 1.991 0.18 -0.09 -0.25
C -2.492 -3.967 1.710 0.05 0.12 -0.11
C -4.166 -2.564 0.492 0.15 -0.03 -0.06
O -0.452 -2.041 -2.181 0.10 0.00 0.11
C -0.717 -3.030 -3.193 0.04 -0.17 -0.28
C 0.623 -3.613 -3.634 -0.08 0.09 0.10
C -1.362 -2.304 -4.373 0.04 0.11 0.20
C -1.663 -4.119 -2.698 0.09 0.19 0.12
H 3.332 -4.576 -0.183 0.02 0.00 0.01
H 3.557 -2.871 0.233 0.03 0.05 -0.02
H 2.711 -3.310 -1.260 0.04 -0.04 0.00
H 1.150 -5.722 0.554 0.02 -0.02 -0.02
H 0.750 -4.941 -0.978 -0.02 -0.05 0.05
H -0.309 -4.727 0.428 0.05 -0.08 0.00
H 2.412 -4.446 2.314 0.00 0.00 0.02
H 0.823 -3.702 2.569 0.02 -0.01 0.01
H 2.253 -2.679 2.335 0.03 0.00 0.02
H -1.447 -1.507 2.325 -0.05 0.01 0.03
H -3.141 -1.590 2.856 0.02 0.04 0.05
H -2.681 -0.531 1.509 -0.04 0.08 0.01
H -1.485 -3.997 2.129 -0.02 -0.04 0.02
H -2.606 -4.784 0.997 0.00 -0.02 0.02
H -3.206 -4.107 2.521 0.00 -0.01 0.01
H -4.325 -1.621 -0.032 -0.02 0.02 0.00
H -4.876 -2.637 1.316 -0.03 0.00 -0.02
H -4.347 -3.383 -0.204 -0.03 0.00 0.01
H 1.235 -2.835 -4.091 0.04 -0.02 0.01
H 0.465 -4.410 -4.361 0.02 0.00 -0.02
H 1.164 -4.022 -2.781 -0.01 -0.02 -0.06
H -0.772 -1.425 -4.643 0.04 -0.04 -0.04
H -2.372 -1.981 -4.121 -0.03 -0.02 -0.01
H -1.411 -2.971 -5.234 -0.03 0.02 -0.03
H -1.204 -4.710 -1.906 -0.05 -0.04 -0.01
H -1.925 -4.780 -3.524 0.03 -0.01 -0.01
H -2.569 -3.664 -2.302 -0.06 -0.05 -0.02
C 0.818 0.619 3.726 -0.03 0.07 -0.18
C -0.392 1.439 3.284 -0.03 0.18 0.49
O -0.667 1.258 1.933 0.37 0.38 0.98
C -1.620 1.019 4.161 -0.14 -0.07 -0.01
F -2.780 1.226 3.520 0.12 0.04 0.14
F -1.578 -0.273 4.503 -0.06 0.08 -0.07
F -1.641 1.717 5.305 0.02 -0.11 -0.09
C -0.184 2.973 3.546 0.07 0.23 -0.57
F 0.499 3.523 2.520 -0.02 -0.18 0.01
F 0.495 3.248 4.651 -0.06 -0.16 0.13
F -1.355 3.637 3.594 0.03 -0.10 -0.03
H 0.535 -0.428 3.809 0.04 0.01 -0.09
H 1.196 0.957 4.688 0.01 -0.02 -0.01
H 1.588 0.705 2.964 0.05 0.02 0.09

=====

[2]
144
Properties=species:S:1:pos:R:3:forces:R:3 method="wB97M-V/def2-TZVPD" total_charge=0 e_tot_ev=-232394.5321 spin_multiplicity=1
C -0.269 -6.328 2.198 0.42 0.10 -0.30
C -0.582 -5.635 0.889 -0.13 -0.27 0.01
C -1.931 -4.955 0.877 -0.23 -0.61 -0.53
N -2.303 -4.435 -0.450 0.66 0.91 0.83
C -2.173 -3.030 -0.587 -0.25 -0.17 -0.37
C -2.834 -2.418 -1.649 -0.10 0.24 -0.21
C -2.683 -1.066 -1.805 -0.23 -0.48 -0.07
C -1.956 -0.282 -0.924 0.29 0.18 0.16
C -1.293 -0.863 0.143 -0.15 0.07 0.57
N -0.523 -0.116 1.064 0.40 -0.47 -0.31
C 0.365 0.897 0.465 -0.76 0.32 0.28
C 0.271 -1.002 1.900 -0.10 0.09 0.04
C 1.409 -1.667 1.198 -0.26 0.27 0.01
O -0.002 -1.164 3.052 -0.17 -0.02 0.39
C -1.402 -2.252 0.264 -0.40 0.40 0.14
C -2.069 1.103 -1.411 0.23 -0.34 -0.28
O -2.099 2.132 -0.817 0.39 0.77 0.39
N -2.292 0.995 -2.847 -0.98 0.34 0.08
C -1.021 0.827 -3.547 -0.24 0.66 -0.43
P -1.011 -0.288 -4.952 -0.16 -1.20 0.48
O -1.157 -1.697 -4.585 -0.11 -0.30 0.39
O -2.099 0.246 -5.941 0.08 0.68 -0.40
O 0.397 -0.029 -5.643 0.16 0.45 -0.08
C -3.200 -0.154 -2.863 0.85 -0.27 0.26
O -4.188 -0.213 -3.509 -0.50 -0.22 -0.65
H -1.134 -6.841 2.586 -0.36 -0.04 0.30
H 0.134 -5.640 2.925 -0.12 0.21 0.45
H 0.489 -7.076 2.020 0.34 -0.29 0.04
H 0.222 -4.979 0.580 0.25 0.36 -0.03
H -0.633 -6.409 0.135 0.03 -0.22 -0.46
H -2.031 -4.205 1.644 -0.07 0.31 0.25
H -2.649 -5.725 1.117 -0.40 -0.23 0.21
H -1.674 -4.849 -1.127 -0.31 -0.28 -0.43
H -3.419 -2.990 -2.340 -0.20 -0.26 -0.20
H -0.121 1.857 0.496 -0.30 0.37 -0.10
H 0.604 0.676 -0.566 0.26 -0.21 -0.35
H 1.256 1.003 1.055 0.49 -0.14 0.21
H 1.571 -2.658 1.581 0.20 -0.34 0.27
H 1.191 -1.707 0.150 0.07 -0.18 -0.51
H 2.290 -1.060 1.313 0.53 0.09 0.16
H -0.898 -2.754 1.056 0.34 -0.20 0.38
H -0.715 1.792 -3.928 0.16 0.39 -0.07
H -0.221 0.476 -2.899 0.20 -0.32 0.23
H -1.848 0.094 -6.861 -0.21 0.15 -0.34
H 0.966 -0.732 -5.306 0.36 -0.11 -0.17
O -2.841 -5.213 4.436 -0.01 -0.30 -0.01
S -3.644 -4.250 5.098 0.06 0.49 -0.23
O -4.383 -4.574 6.261 0.08 -0.17 0.23
O -4.604 -3.575 4.027 0.13 0.04 -0.15
C -4.403 -2.145 3.991 -0.19 0.29 0.23
C -2.955 -1.965 4.374 0.22 -0.17 -0.36
O -2.744 -2.960 5.404 -0.32 0.07 -0.03
H -5.046 -1.674 4.735 0.01 -0.18 -0.23
H -4.623 -1.772 2.994 -0.01 -0.21 -0.07
H -2.746 -0.975 4.768 0.02 -0.06 0.18
H -2.277 -2.177 3.546 0.01 0.04 0.03
O 4.573 6.721 2.302 0.23 0.06 -0.02
S 3.681 5.901 1.568 -0.17 -0.05 0.08
O 4.159 4.838 0.759 0.17 -0.11 0.02
O 2.744 6.848 0.697 -0.15 0.15 0.11
C 1.357 6.596 0.996 -0.10 -0.19 -0.06
C 1.370 6.130 2.437 0.01 0.30 0.18
O 2.557 5.319 2.530 -0.20 -0.03 -0.20
H 0.995 5.822 0.325 -0.05 -0.10 -0.06
H 0.780 7.504 0.850 0.17 0.12 -0.03
H 0.499 5.537 2.696 0.11 -0.19 0.02
H 1.470 6.965 3.133 -0.03 0.00 -0.02
O -2.116 0.951 -9.119 0.24 0.08 0.07
S -2.718 -0.004 -9.981 -0.41 -0.08 0.06
O -1.941 -0.885 -10.766 0.24 -0.08 -0.02
O -3.779 0.748 -10.904 -0.03 0.13 0.18
C -5.086 0.174 -10.736 -0.11 -0.28 -0.13
C -5.087 -0.338 -9.311 -0.09 0.32 0.19
O -3.762 -0.864 -9.135 -0.06 -0.17 -0.21
H -5.204 -0.637 -11.457 0.00 -0.01 0.02
H -5.843 0.932 -10.912 0.13 0.16 -0.02
H -5.817 -1.122 -9.141 0.14 -0.16 0.02
H -5.240 0.468 -8.591 -0.02 0.00 -0.01
O 5.084 5.275 -5.662 -0.17 0.00 -0.22
S 5.149 4.630 -4.404 0.30 0.13 0.24
O 4.884 3.236 -4.293 -0.20 -0.21 -0.01
O 4.254 5.445 -3.368 0.14 0.12 -0.04
C 5.053 5.838 -2.226 0.06 -0.33 0.24
C 6.452 5.973 -2.775 -0.15 0.50 -0.27
O 6.560 4.893 -3.724 -0.11 -0.11 0.23
H 4.989 5.052 -1.476 -0.01 0.01 0.01
H 4.678 6.768 -1.808 -0.20 0.02 -0.19
H 7.205 5.880 -2.005 0.06 -0.34 -0.19
H 6.583 6.915 -3.311 0.03 0.00 0.01
O 4.162 -2.651 -3.413 -0.06 -0.21 -0.20
S 3.562 -1.755 -2.497 0.17 0.16 -0.04
O 2.815 -2.245 -1.393 0.02 0.05 -0.08
O 2.698 -0.689 -3.328 0.05 0.10 0.02
C 3.150 0.658 -3.048 -0.07 0.10 0.21
C 4.612 0.487 -2.711 0.22 0.06 -0.41
O 4.655 -0.737 -1.953 -0.26 0.13 0.24
H 2.589 1.047 -2.197 -0.04 -0.03 0.02
H 2.991 1.293 -3.914 -0.04 -0.17 -0.12
H 5.009 1.303 -2.117 0.02 -0.10 0.16
H 5.218 0.360 -3.608 0.00 0.05 -0.02
O -0.638 0.691 10.075 -0.08 0.14 0.17
S -0.078 0.572 8.779 -0.10 -0.33 -0.19
O 0.697 1.616 8.219 0.16 0.19 0.02
O -1.242 0.160 7.768 -0.01 -0.12 0.17
C -0.910 -1.066 7.090 0.27 0.04 -0.33
C -0.041 -1.812 8.075 -0.27 -0.13 0.23
O 0.761 -0.783 8.679 0.06 0.05 -0.20
H -0.360 -0.821 6.178 0.00 -0.01 0.01
H -1.812 -1.609 6.837 -0.16 0.14 0.20
H 0.599 -2.549 7.601 0.19 0.12 0.02
H -0.637 -2.291 8.855 -0.01 0.00 -0.02
O -5.155 -0.890 6.709 0.18 0.08 0.10
S -6.067 0.187 6.876 -0.09 -0.10 0.23
O -5.991 1.330 6.046 0.03 0.10 -0.21
O -6.056 0.615 8.408 -0.01 -0.16 0.06
C -7.378 0.531 8.964 -0.23 0.21 -0.04
C -8.042 -0.575 8.171 0.12 -0.28 0.18
O -7.556 -0.376 6.832 -0.14 0.21 0.06
H -7.878 1.490 8.819 -0.01 -0.01 -0.01
H -7.315 0.309 10.025 0.21 -0.03 0.00
H -9.125 -0.514 8.180 -0.02 0.06 -0.20
H -7.726 -1.563 8.511 0.01 0.01 0.02
O 8.849 8.038 -1.866 -0.19 -0.09 -0.26
S 8.920 7.385 -0.611 0.34 0.32 0.59
O 8.646 6.001 -0.475 0.04 -0.23 -0.17
O 8.027 8.199 0.426 0.05 0.22 -0.09
C 8.811 8.598 1.563 0.08 -0.22 0.26
C 10.210 8.754 1.005 -0.03 0.33 -0.11
O 10.332 7.672 0.065 -0.05 -0.06 0.20
H 8.758 7.809 2.314 0.01 0.00 -0.01
H 8.414 9.520 1.975 -0.14 0.03 -0.15
H 10.981 8.668 1.763 0.07 -0.19 -0.06
H 10.328 9.696 0.466 -0.01 0.01 0.02
O -0.976 -6.201 -2.757 0.09 0.17 0.19
S -1.939 -7.241 -2.694 -0.02 -0.38 -0.24
O -3.073 -7.147 -1.856 -0.16 0.14 0.11
O -1.173 -8.611 -2.395 0.19 0.06 -0.16
C -1.451 -9.577 -3.420 -0.27 -0.17 0.00
C -1.698 -8.741 -4.658 0.34 0.05 -0.11
O -2.426 -7.604 -4.168 -0.12 -0.16 0.07
H -2.338 -10.143 -3.132 -0.01 0.01 -0.02
H -0.606 -10.250 -3.527 0.12 0.10 0.12
H -2.289 -9.257 -5.408 -0.17 0.11 0.03
H -0.764 -8.391 -5.102 0.01 -0.02 0.01

=====

| no. | lowest unoccupied orbital energy (eV) |
| --- | --- |
| 1 | -3.07 |
| 2 | 0.19 |